[1]
Entry from the Open Molecules 2025 dataset: a molecular structure, C40H40CsN11S2Sb2Se4 in a non-equilibrium geometry (ωB97M-V with the def2-TZVPD basis set).

XYZ file:
```
100
Properties=species:S:1:pos:R:3
Cs 0.864 -1.728 3.146
Sb -1.970 -0.840 -2.028
Sb 4.791 -1.442 4.239
Se 3.798 -1.831 1.921
Se 6.162 -3.372 4.837
Se 2.738 -1.076 5.663
Se 6.027 0.697 4.000
S -0.130 -0.001 -1.070
S -0.490 -4.077 0.231
N -1.638 2.404 3.315
N 2.595 2.036 0.635
N -2.363 -0.946 2.630
N 3.231 2.485 3.991
N 1.105 1.860 3.262
N 2.177 -3.938 -0.381
N 3.551 1.183 0.276
N 2.156 -2.708 -1.020
N 2.944 -5.883 0.288
N 1.606 -5.772 0.517
N -0.714 3.270 3.748
C -6.224 0.286 -1.543
C 3.183 2.389 -1.498
C -2.672 0.306 2.986
C -6.112 1.549 -0.980
C -3.982 0.792 2.886
C 3.310 5.988 5.046
C -3.182 -0.300 -4.852
C -3.240 0.268 -6.117
C 2.351 2.783 -0.430
C 0.566 3.019 3.743
C -3.733 1.265 -0.816
C 3.277 -4.757 -0.257
C -1.843 -5.240 -4.173
C -3.119 -3.645 -2.902
C 1.475 4.084 4.173
C -0.710 -4.449 -4.029
C -4.868 2.031 -0.599
C 2.374 1.655 3.389
C -3.840 0.019 -1.416
C -5.088 -0.477 -1.772
C -4.641 -1.332 2.023
C -1.178 1.428 -5.696
C 1.107 -4.579 0.142
C -0.790 -3.245 -3.351
C 1.975 6.342 4.846
C 4.632 -4.352 -0.679
C -1.124 0.862 -4.430
C -3.039 -4.847 -3.593
C -4.975 -0.043 2.419
C 2.830 3.749 4.332
C -2.238 1.132 -6.539
C 1.318 3.863 -0.388
C 3.743 4.705 4.791
C 5.005 0.487 -1.602
C 3.941 1.344 -1.001
C -1.998 -2.840 -2.800
C -3.317 -1.723 2.133
C -2.124 0.000 -4.003
C 1.066 5.394 4.421
C -1.591 1.139 3.500
H -5.185 -1.454 -2.230
H 1.104 -6.489 1.004
H -3.914 -5.480 -3.679
H 0.416 3.487 0.097
H 5.328 -5.177 -0.557
H 4.623 -3.994 -1.710
H -4.052 -3.356 -2.434
H 2.784 0.733 3.006
H 3.227 2.807 -2.491
H 0.028 5.646 4.250
H 4.781 4.424 4.919
H 4.018 6.730 5.394
H 1.076 4.191 -1.399
H -5.391 -2.010 1.640
H 3.874 0.465 0.929
H -4.780 3.003 -0.131
H 1.657 7.364 5.015
H -4.067 0.038 -6.778
H 1.674 4.718 0.192
H 4.579 -0.234 -2.303
H -6.996 2.157 -0.831
H -1.790 -6.165 -4.733
H 0.093 -2.626 -3.229
H -6.002 0.297 2.365
H -4.179 1.807 3.202
H 2.898 -2.130 -0.623
H -0.392 2.099 -6.021
H 4.949 -3.525 -0.035
H 5.524 -0.058 -0.813
H 1.271 -2.248 -0.794
H -3.003 -2.715 1.821
H 5.732 1.095 -2.141
H -3.970 -0.977 -4.539
H -2.283 1.572 -7.528
H -2.758 1.633 -0.513
H 0.236 -4.773 -4.442
H -7.198 -0.106 -1.809
H 4.207 2.166 4.116
H -0.781 0.622 4.011
H -0.303 1.085 -3.755
```

## Properties
LUMO level	0.1114	Ha
energy relative to the best compared isomer or geometry (same formula, charge and spin)	40.90	kcal/mol
calculated total energy	-355202.4547	eV
gap between HOMO and LUMO	4.51	eV
charge	-2

=====

[2]
Entry from the Open Molecules 2025 dataset: a molecular structure, C40H40IN8O2SSr in a non-equilibrium geometry (ωB97M-V with the def2-TZVPD basis set).

XYZ file:
```
93
Properties=species:S:1:pos:R:3
I 4.286 0.067 -5.983
Sr 0.423 0.128 -0.165
S -0.756 -1.948 1.098
O -4.452 2.418 5.291
O 0.825 1.219 8.213
N 0.559 5.034 3.484
N 0.345 -1.671 -2.085
N 1.724 1.480 3.323
N 1.891 4.466 1.477
N -0.712 1.351 2.125
N 2.825 1.525 -2.242
N 2.501 -0.960 -0.225
N 1.164 2.541 0.126
C -1.745 2.307 4.059
C 2.905 1.407 3.925
C -4.609 -3.677 -2.575
C 1.146 4.735 2.533
C 3.922 1.864 -1.574
C 0.702 1.529 5.490
C 4.190 0.858 -4.078
C -5.082 -1.956 -1.012
C -5.322 -3.252 -1.459
C 2.951 1.048 -3.470
C -4.189 -1.128 -1.654
C -1.862 1.490 1.469
C -2.185 -1.641 -5.652
C 1.006 -1.877 1.805
C 2.484 -2.278 -0.895
C -0.668 1.737 3.405
C -0.644 -3.184 -0.285
C -3.464 -1.524 -2.807
C -1.956 0.342 -2.453
C 3.068 1.401 5.296
C 1.471 3.455 0.787
C 1.702 -2.209 -2.242
C -0.709 -2.629 -1.716
C -3.002 2.032 2.061
C 0.644 1.573 4.096
C -3.717 -2.853 -3.227
C 1.936 1.450 6.107
C -2.471 -0.646 -3.341
C -1.419 1.113 -1.659
C -2.946 2.459 3.380
C -0.546 -0.136 -4.811
C 2.192 -0.911 1.272
C -4.137 3.068 4.067
C -0.202 -1.179 -6.962
C -1.763 -0.828 -4.567
C 2.081 1.449 7.605
C -1.429 -1.813 -6.788
C 5.337 1.193 -3.371
C 0.205 -0.315 -5.952
C 5.200 1.714 -2.095
H 0.235 -3.809 -0.110
H -4.478 1.471 5.121
H 3.309 -0.384 -0.434
H 3.769 1.357 3.272
H -3.155 -2.114 -5.612
H 1.992 -2.994 -0.233
H 0.913 1.353 9.160
H -3.161 -3.269 -4.055
H -1.819 -2.448 -7.575
H -5.609 -1.578 -0.142
H 1.920 0.152 1.561
H 3.504 -2.657 -1.033
H -4.739 -4.689 -2.942
H -1.514 -3.820 -0.108
H 2.258 -1.552 -2.913
H 2.805 0.673 7.896
H 0.047 -1.178 -2.920
H 3.759 2.286 -0.588
H -3.901 2.133 1.468
H -0.697 -3.505 -2.386
H 4.062 1.352 5.720
H -1.660 -2.125 -1.843
H 6.061 2.003 -1.510
H -1.882 1.225 0.408
H 3.064 -1.174 1.885
H 1.709 -3.219 -2.679
H -4.997 3.062 3.385
H 0.850 -1.563 2.839
H 2.037 0.798 -3.996
H 0.387 -1.321 -7.856
H 1.358 -2.913 1.844
H -6.030 -3.898 -0.959
H -3.927 4.107 4.330
H 2.491 2.422 7.914
H 6.314 1.055 -3.815
H 1.125 0.250 -6.063
H -0.231 0.598 -4.070
H -0.195 1.545 6.085
H -1.662 2.662 5.077
H -4.010 -0.131 -1.268
```

## Properties
LUMO level	0.0586	Ha
energy relative to the best compared isomer or geometry (same formula, charge and spin)	0.00	kcal/mol
calculated total energy	-77915.0887	eV
gap between HOMO and LUMO	3.82	eV
charge	-1

=====

[3]
Entry from the Open Molecules 2025 dataset: a molecular structure, C40H40N6NdO2S in a non-equilibrium geometry (ωB97M-V with the def2-TZVPD basis set).

XYZ file:
```
90
Properties=species:S:1:pos:R:3
Nd -0.805 -1.317 -0.338
S -5.086 -2.085 -2.624
O 3.131 -1.796 -2.838
O 1.162 -2.058 -1.067
N -0.355 -3.598 0.261
N 0.398 -4.207 -0.700
N 0.586 -0.084 1.332
N -1.790 -2.242 2.060
N -0.840 1.284 -0.428
N -1.163 -1.331 -2.915
C 1.350 -0.844 2.122
C -0.186 3.400 0.444
C 1.139 -3.316 -1.350
C -3.381 -2.174 3.841
C -1.116 5.595 -0.487
C 4.879 1.131 3.632
C -2.702 -1.863 -4.652
C 1.667 1.837 2.217
C 2.284 -0.320 2.988
C 1.779 -5.197 -2.839
C -0.119 2.017 0.430
C -3.499 -3.552 3.803
C -1.008 4.076 -0.453
C -2.514 -1.566 2.946
C -2.743 -4.267 2.887
C 0.750 1.242 1.366
C -2.567 5.992 -0.177
C 2.920 -3.105 -3.151
C -4.441 -1.700 -0.194
C 3.508 3.190 3.939
C -1.695 -1.756 -5.590
C 3.488 1.663 4.007
C -2.415 -1.647 -3.304
C 3.650 -3.689 -4.182
C -1.641 1.921 -1.287
C -1.076 -4.296 1.039
C -5.518 -1.978 -0.980
C -0.193 6.260 0.535
C -3.425 -1.737 -2.242
C -1.750 3.294 -1.335
C 2.461 1.062 3.056
C 1.965 -3.862 -2.456
C -1.900 -3.580 2.031
C -0.407 -1.436 -5.179
C -3.200 -1.541 -0.899
C -0.734 6.090 -1.891
C 3.450 -5.009 -4.534
C 3.144 1.240 5.444
C -0.191 -1.240 -3.833
C 2.505 -5.773 -3.861
H 1.195 -1.914 2.051
H 0.404 3.956 1.156
H -3.948 -1.577 4.543
H 2.150 1.591 5.729
H -0.448 5.976 1.560
H 5.146 1.420 2.612
H 4.931 0.043 3.703
H 0.411 -1.354 -5.881
H -6.547 -2.132 -0.681
H 4.387 -3.091 -4.710
H -2.666 7.079 -0.215
H -2.398 -0.488 2.935
H 0.800 -1.017 -3.451
H 3.172 0.155 5.567
H 0.857 6.017 0.352
H 2.339 -6.807 -4.134
H 4.248 3.570 4.645
H 2.871 -0.993 3.600
H -1.909 -1.928 -6.638
H -2.217 1.292 -1.957
H 3.858 -1.475 -3.381
H -1.093 -5.381 0.983
H 2.541 3.622 4.211
H 5.626 1.547 4.311
H 3.870 1.673 6.136
H 4.032 -5.442 -5.338
H -3.708 -2.121 -4.952
H -0.800 7.180 -1.924
H -1.399 5.693 -2.659
H -2.417 3.742 -2.060
H -3.267 5.567 -0.899
H -2.861 5.657 0.820
H -2.802 -5.347 2.830
H -4.541 -1.606 0.883
H -4.169 -4.066 4.480
H 1.039 -5.771 -2.302
H 3.788 3.549 2.945
H 1.776 2.911 2.217
H -0.299 7.343 0.461
H 0.290 5.802 -2.143
```

## Properties
LUMO level (alpha / beta)	-0.1036 / -0.1035	Ha
calculated total energy	-81275.9341	eV
gap between HOMO and LUMO (alpha / beta)	7.20 / 7.21	eV
2S+1	4
<S²>	3.75
charge	+1

=====

[4]
Entry from the Open Molecules 2025 dataset: a molecular structure, C40H41BF2N4P2PdSTe (ωB97M-V with the def2-TZVPD basis set).

XYZ file:
```
93
Properties=species:S:1:pos:R:3
Te 1.439 -2.417 -1.672
Pd -1.464 1.049 -0.407
S 0.074 4.521 -0.223
P 1.015 0.378 0.003
P -0.906 -1.993 0.202
F -3.146 -0.080 -2.741
F -1.009 -0.605 -2.971
N -3.493 2.745 -0.346
N 1.151 3.103 -2.191
N -1.071 3.722 -2.478
N 5.045 -5.185 0.272
C -1.511 -4.749 0.335
C 0.535 -4.235 1.442
C -6.219 2.861 0.187
C 2.183 2.084 -4.190
C 3.027 -3.558 -0.855
C -0.484 1.620 2.032
C 4.431 -5.508 -0.869
C 5.103 0.733 -0.883
C 1.152 1.943 -3.083
C 5.409 1.972 -0.341
C -5.294 3.067 1.196
C -2.941 -0.920 1.768
C -5.758 2.592 -1.095
C 2.861 0.793 0.072
C 3.665 -3.210 0.330
C -4.389 2.530 -1.309
C -0.186 -6.526 1.271
C -1.321 -6.102 0.593
C 3.191 2.054 0.600
C 0.044 3.698 -1.707
C 0.643 0.851 1.756
C -0.020 1.533 4.389
C 0.742 -5.583 1.698
C 4.648 -4.044 0.840
C -0.591 -3.790 0.753
C -1.098 3.965 -3.908
C 0.887 -1.460 0.192
C 1.421 0.412 2.826
C -1.667 -1.487 1.831
C 1.105 0.760 4.130
C -3.086 -0.864 4.169
C -2.053 3.031 -4.642
C 4.437 2.630 0.407
C 3.441 -4.743 -1.461
C -3.647 -0.609 2.922
C 3.851 0.159 -0.687
C -0.823 1.952 3.337
C -3.942 3.018 0.877
C -1.822 -1.434 4.244
C -1.123 -1.744 3.084
B -1.896 0.037 -2.135
H -0.280 1.799 5.408
H -3.184 3.206 1.631
H 4.645 3.604 0.837
H 5.146 -3.780 1.769
H 3.185 2.179 -3.766
H 0.151 1.789 -3.469
H 1.277 -3.501 1.736
H -1.869 4.026 -1.944
H 2.980 -5.087 -2.381
H -2.383 -4.421 -0.223
H 3.646 -0.802 -1.137
H 2.171 1.194 -4.824
H -2.050 -6.827 0.246
H -1.375 -1.636 5.212
H -1.706 2.549 3.536
H -0.020 -7.583 1.453
H 1.726 0.415 4.950
H -3.628 -0.615 5.075
H 1.895 3.102 -1.508
H 2.283 -0.212 2.618
H -0.088 3.858 -4.296
H -5.601 3.268 2.215
H -1.105 2.022 1.216
H -1.389 5.010 -4.083
H -1.913 2.000 -4.316
H 3.359 -2.316 0.864
H 5.843 0.197 -1.470
H -3.982 2.257 -2.275
H -3.365 -0.722 0.789
H 2.442 2.604 1.161
H 6.384 2.421 -0.499
H -7.282 2.911 0.393
H 1.370 1.059 -2.479
H -3.094 3.297 -4.441
H 1.996 2.962 -4.815
H 1.642 -5.901 2.215
H -0.137 -2.188 3.153
H -4.635 -0.167 2.847
H 4.739 -6.443 -1.330
H -6.439 2.416 -1.917
H -1.896 3.087 -5.722
```

## Properties
LUMO level	0.1542	Ha
energy relative to the best compared isomer or geometry (same formula, charge and spin)	58.66	kcal/mol
calculated total energy	-94404.6036	eV
gap between HOMO and LUMO	3.65	eV
charge	-2

=====

[5]
Entry from the Open Molecules 2025 dataset: a molecular structure, C40H41CuGeOS4SiTe (ωB97M-V with the def2-TZVPD basis set).

XYZ file:
```
90
Properties=species:S:1:pos:R:3
Te 2.928 -0.607 -1.421
Ge 1.306 -0.796 -3.480
Cu 1.327 0.503 0.174
S 5.269 0.445 -3.452
S 2.321 1.793 1.961
S 4.675 -0.813 1.600
S 1.267 -1.447 2.050
Si -1.906 0.636 1.087
O -0.395 0.884 0.473
C -2.002 -0.125 3.872
C -2.260 -3.193 -0.476
C 0.215 1.779 -3.953
C -2.007 2.237 3.430
C 1.530 1.039 3.387
C -0.095 0.505 -3.463
C 4.085 1.795 2.348
C -4.733 3.830 -0.834
C -1.398 0.221 -3.043
C -4.413 1.897 0.570
C -2.058 1.438 5.703
C -0.514 -2.997 -4.018
C -2.041 2.494 4.796
C 3.999 -2.234 2.501
C -2.041 0.128 5.242
C -0.776 2.749 -4.038
C -1.979 0.923 2.938
C -3.627 -1.632 1.369
C -4.072 -2.918 1.079
C 1.256 -5.015 -3.296
C 5.790 2.061 -3.618
C 0.765 -2.656 -3.563
C 4.724 0.502 2.836
C -2.531 2.905 -0.532
C -0.898 -4.329 -4.118
C -0.020 -5.338 -3.748
C 2.587 -2.681 2.105
C 1.649 -3.684 -3.209
C -2.077 2.448 -3.647
C -3.032 1.902 0.310
C -2.495 -1.097 0.742
C 4.119 0.879 -2.261
C -3.388 -3.699 0.155
C -3.371 3.864 -1.095
C -5.255 2.845 0.002
C -2.387 1.189 -3.147
C 5.113 2.903 -2.788
C 1.562 -0.488 3.555
C 4.142 2.219 -1.997
C -1.824 -1.904 -0.184
H 4.068 -2.019 3.564
H -2.065 -0.696 5.947
H -2.103 1.639 6.768
H -2.962 4.636 -1.739
H 2.265 -3.471 2.783
H 2.581 -3.093 1.095
H -1.211 -2.224 -4.322
H 0.765 -0.735 4.251
H -2.064 3.517 5.155
H -1.994 -1.154 3.523
H -4.170 -1.044 2.103
H 2.659 -3.460 -2.887
H -0.934 -1.523 -0.684
H 1.223 2.012 -4.282
H -3.734 -4.701 -0.071
H 5.293 3.969 -2.737
H 4.252 0.157 3.752
H 2.275 -0.432 -4.618
H -1.888 -4.577 -4.483
H 0.499 1.369 3.294
H -0.325 -6.376 -3.817
H -1.467 2.936 -0.747
H 4.563 2.150 1.432
H 4.675 -3.067 2.310
H -2.853 3.201 -3.728
H 4.207 2.573 3.106
H 1.948 1.521 4.272
H -1.647 -0.748 -2.621
H -6.318 2.824 0.216
H 5.768 0.707 3.067
H 3.489 2.705 -1.279
H 6.571 2.307 -4.326
H 1.949 -5.802 -3.018
H -1.719 -3.800 -1.191
H -5.391 4.569 -1.277
H -4.842 1.148 1.231
H -3.397 0.963 -2.828
H -2.008 3.070 2.733
H 2.496 -0.830 3.988
H -4.950 -3.312 1.578
H -0.536 3.735 -4.417
```

## Properties
LUMO level (alpha / beta)	-0.0820 / -0.1819	Ha
energy relative to the best compared isomer or geometry (same formula, charge and spin)	25.90	kcal/mol
calculated total energy	-203856.5505	eV
gap between HOMO and LUMO (alpha / beta)	8.59 / 5.87	eV
2S+1	2
<S²>	0.76
charge	+1